[1]
# C18H42NO10P2

3 unconnected molecules or ions with the total composition C18H42NO10P2 (ωB97M-V with the def2-TZVPD basis set, OMol25).

Geometry (Å):
C  5.71094  -2.34677  5.09944
C  4.83171  -1.78560  6.21446
C  3.67623  -0.90069  5.73536
C  2.86074  -1.44144  4.53980
N  2.73499  -2.89355  4.48350
C  2.00745  -3.42327  5.64300
C  0.54992  -2.90962  5.75906
O  -0.01111  -2.46480  4.73445
O  0.04502  -3.01732  6.90018
H  5.93217  -1.61890  4.31549
H  5.27127  -3.22087  4.62610
H  6.67206  -2.65820  5.52158
H  4.51245  -2.58259  6.88415
H  5.48178  -1.14722  6.82590
H  2.97261  -0.68872  6.54235
H  4.12387  0.04582  5.41838
H  1.89037  -0.93200  4.53002
H  3.38319  -1.11706  3.63196
H  2.11001  -3.07439  3.70373
H  1.91442  -4.50303  5.48363
H  2.53434  -3.30179  6.58437
O  0.82750  0.38324  -1.45810
P  2.08199  -0.31752  -1.10745
O  2.18926  -1.62964  -2.07223
C  2.00927  -1.50184  -3.47484
C  3.28233  -1.05452  -4.17223
O  1.76406  -1.05350  0.28185
C  0.59104  -0.74748  1.05526
C  -0.52336  -1.72298  0.75113
O  3.65371  -0.20771  -0.70239
C  4.52068  0.78797  -1.25923
C  3.84094  2.11853  -1.50801
H  1.18932  -0.81500  -3.69689
H  1.71741  -2.48715  -3.84110
H  3.52049  -0.01764  -3.91752
H  3.17508  -1.11668  -5.25631
H  4.12533  -1.67463  -3.86529
H  0.27516  0.28264  0.89399
H  0.87201  -0.83389  2.10542
H  -0.71413  -1.78792  -0.32259
H  -1.44319  -1.42583  1.25409
H  -0.25237  -2.72285  1.09040
H  4.97185  0.40352  -2.17917
H  5.33451  0.92226  -0.54619
H  3.03790  2.02525  -2.24683
H  4.55785  2.85020  -1.88060
H  3.39672  2.50042  -0.58749
O  -4.32887  2.05198  -4.41198
P  -4.72326  1.82613  -3.00624
O  -4.17310  3.08709  -2.13931
C  -4.42130  4.41870  -2.57035
C  -5.79656  4.90403  -2.14798
O  -3.72982  0.66890  -2.48887
C  -2.91629  -0.08566  -3.38974
C  -1.52316  0.50045  -3.48522
O  -5.85947  1.31498  -1.96422
C  -7.25794  1.55403  -2.17414
C  -7.67385  1.50431  -3.62958
H  -4.30029  4.50185  -3.65356
H  -3.65455  5.04117  -2.10839
H  -6.58079  4.37814  -2.70055
H  -5.90899  5.97158  -2.34200
H  -5.95763  4.72019  -1.08533
H  -3.38831  -0.15955  -4.36980
H  -2.85974  -1.09821  -2.98633
H  -1.55388  1.56494  -3.72178
H  -0.94308  -0.01126  -4.25603
H  -0.99732  0.40080  -2.53262
H  -7.53366  2.51156  -1.72309
H  -7.78967  0.78314  -1.61630
H  -7.18186  2.28961  -4.21308
H  -8.75109  1.63997  -3.72365
H  -7.40129  0.54586  -4.07444

Summary:
- E (a.u.) = -2201.09109
- HOMO level (eV) = -3.82
- charge = -1
- gap between HOMO and LUMO (Ha) = 0.2143
- maximum force (eV Å⁻¹) = 6.2
- LUMO (eV) = 2.007



[2]
# C18H43BaF6NO6S2Si2

A molecular structure, C18H43BaF6NO6S2Si2 (ωB97M-V with the def2-TZVPD basis set, OMol25).

Geometry (Å):
O  -0.70359  -1.47007  0.14768
O  -2.35134  -0.28484  -3.50777
C  0.39254  -2.31756  -0.31264
C  0.73196  -3.42857  0.66477
H  1.25244  -1.64058  -0.43330
H  0.11000  -2.73076  -1.29509
H  0.83451  -3.06480  1.69217
H  1.68540  -3.89010  0.38196
H  -0.01487  -4.23293  0.63689
C  -1.73595  -2.11556  0.95597
C  -2.63453  -3.02462  0.15164
H  -2.31558  -1.29676  1.40774
H  -1.25340  -2.68409  1.75995
H  -3.15221  -2.47170  -0.63592
H  -3.38989  -3.45497  0.81707
H  -2.07507  -3.85973  -0.28281
C  -3.47311  0.60934  -3.68869
C  -2.29657  -1.35958  -4.45962
C  -4.62713  0.30813  -2.75545
H  -3.81656  0.56587  -4.73675
H  -3.08237  1.61834  -3.49693
H  -5.06738  -0.66906  -2.97837
H  -5.39239  1.07592  -2.89774
H  -4.30102  0.32678  -1.71014
C  -3.55438  -2.20639  -4.51056
H  -1.42706  -1.96583  -4.16836
H  -2.09672  -0.93623  -5.45934
H  -3.84190  -2.57360  -3.51867
H  -3.37007  -3.07394  -5.14975
H  -4.39455  -1.64655  -4.93668
H  -0.64749  0.12451  -1.88996
Ba  -0.17546  0.97441  1.37479
C  -0.26379  1.16632  -1.88275
Si  0.45163  1.71626  -3.55239
H  -1.09019  1.83859  -1.61186
H  0.58577  1.25147  -1.17556
C  1.31318  0.26721  -4.36386
C  1.72120  3.09375  -3.42718
C  -0.74819  2.38397  -4.82831
C  2.48895  -0.03903  1.15334
Si  3.75576  0.89425  2.13113
H  2.68431  -0.21227  0.07827
H  2.22812  -1.02206  1.58534
C  4.36178  2.37970  1.15483
C  5.24107  -0.13112  2.64713
C  3.11459  1.56085  3.76892
H  -0.21080  2.46577  -5.78410
H  -1.09277  3.38665  -4.55074
H  -1.62280  1.74873  -4.99111
H  2.18424  -0.05596  -3.78196
H  1.66394  0.58123  -5.35669
H  0.63536  -0.58412  -4.49002
H  2.38294  2.99310  -2.56206
H  1.23729  4.07637  -3.37668
H  2.34676  3.08302  -4.33131
H  5.55003  -0.86700  1.89684
H  5.02657  -0.67046  3.58109
H  6.09522  0.53460  2.83608
H  2.68874  0.76727  4.39179
H  2.33924  2.32467  3.65100
H  3.94079  2.01203  4.34217
H  5.17978  2.87186  1.70104
H  3.55808  3.11628  1.01695
H  4.74123  2.09799  0.16482
F  1.38526  -2.97699  5.14370
C  1.00997  -1.76272  5.59649
F  0.68450  -1.86121  6.89591
F  2.08396  -0.93712  5.49403
S  -0.34598  -1.07074  4.55068
O  0.31747  -0.82027  3.25732
O  -1.46190  -1.98050  4.56181
N  -0.58906  0.30941  5.34754
S  -0.99805  1.55953  4.45454
O  0.15366  2.19660  3.80332
O  -2.09386  1.31889  3.50753
C  -1.52444  2.72221  5.79780
F  -2.49884  2.19744  6.56668
F  -0.45409  2.99928  6.57523
F  -1.97287  3.87175  5.24712

Summary:
- E (a.u.) = -3217.90847
- HOMO level (eV) = -6.50
- gap between HOMO and LUMO (Ha) = 0.2255
- maximum force (eV Å⁻¹) = 1.7
- LUMO (eV) = -0.365



Energy relative to the best compared isomer or geometry (same formula, charge and spin) / kJ/mol: 135.40 0.00